{
  "formula": "C27H35AsCeN2OP2",
  "method": "ωB97M-V with the def2-TZVPD basis set",
  "symbols": ["Ce", "P", "P", "N", "N", "H", "H", "H", "C", "H", "C", "H", "H", "C", "C", "H", "C", "H", "H", "H", "H", "H", "O", "C", "C", "C", "H", "H", "H", "H", "H", "H", "H", "C", "H", "C", "C", "C", "C", "C", "C", "As", "C", "C", "C", "C", "C", "C", "C", "C", "C", "C", "C", "C", "H", "H", "H", "H", "H", "H", "H", "H", "H", "H", "H", "H", "H", "H", "H"],
  "coordinates": [[-0.14, -0.13, -0.47], [0.75, -2.97, -0.28], [-2.34, 1.74, -1.60], [1.39, -0.30, 1.01], [-0.06, 1.89, 0.59], [2.54, 0.81, 2.34], [0.24, 2.32, 2.63], [0.99, 0.23, 2.99], [1.49, 0.61, 2.10], [1.63, 2.70, 1.62], [0.81, 1.96, 1.76], [3.41, -0.87, 1.46], [-0.30, 3.97, 0.72], [2.65, -0.93, 0.63], [-0.63, 3.05, 0.22], [2.81, -3.04, 0.97], [2.51, -2.40, 0.13], [3.15, -2.56, -0.75], [-2.24, 2.28, -2.91], [-3.65, 2.17, -1.41], [1.12, -3.91, -1.28], [0.71, -3.94, 0.74], [1.39, 0.03, -2.15], [2.58, 0.50, -2.30], [3.65, -0.40, -2.80], [2.83, 1.90, -2.00], [2.99, -0.26, -0.16], [3.69, -1.36, -2.26], [3.38, -0.56, -3.86], [4.65, 0.03, -2.71], [2.18, 2.33, -1.21], [3.90, 2.09, -1.82], [2.54, 2.34, -2.96], [-1.57, 3.16, -0.78], [-1.91, 4.17, -1.04], [-3.75, -5.32, 3.70], [-3.14, -5.45, 2.44], [-2.65, -4.31, 1.79], [-2.77, -3.05, 2.39], [-3.39, -2.92, 3.64], [-3.87, -4.06, 4.30], [-2.15, -1.50, 1.35], [-3.72, -1.41, 0.15], [-3.55, -1.86, -1.17], [-4.62, -1.81, -2.05], [-5.86, -1.34, -1.64], [-6.04, -0.93, -0.31], [-4.97, -0.98, 0.60], [-2.40, -0.03, 2.63], [-3.19, 1.09, 2.34], [-3.29, 2.12, 3.29], [-2.58, 2.05, 4.49], [-1.74, 0.96, 4.75], [-1.65, -0.08, 3.82], [-4.14, -6.21, 4.21], [-3.06, -6.43, 1.97], [-2.16, -4.41, 0.82], [-3.50, -1.94, 4.10], [-4.34, -3.96, 5.28], [-2.59, -2.26, -1.49], [-4.48, -2.14, -3.08], [-6.70, -1.29, -2.33], [-7.02, -0.57, 0.05], [-5.12, -0.68, 1.64], [-3.73, 1.16, 1.40], [-3.94, 2.98, 3.08], [-2.67, 2.85, 5.23], [-1.17, 0.90, 5.67], [-1.03, -0.95, 4.03]],
  "relative_energy_kcal_mol": 21.1,
  "gap_ev": [7.40, 5.27],
  "homo_energy_ha": [-0.4947, -0.4952],
  "total_charge": 2,
  "e_tot_ha": -4627.5884,
  "spin_multiplicity": 3
}